Here is 10 unconnected molecules or ions with the total composition C10H40O10 in a non-equilibrium geometry from the Open Molecules 2025 dataset. Energies are from wB97M-V/def2-TZVPD.

Geometry as XYZ:
```
60
Properties=species:S:1:pos:R:3:lowdin_charge:R:1
C -0.477 -3.734 0.912 -0.089
O 0.963 -3.556 0.813 -0.150
H -0.698 -4.804 0.914 0.087
H -0.772 -3.283 1.852 0.084
H -0.920 -3.326 0.003 0.071
H 1.291 -4.232 0.213 0.095
C 4.706 0.560 -0.502 -0.159
O 4.751 -0.668 -1.241 -0.137
H 4.101 0.371 0.387 0.052
H 5.687 0.944 -0.235 0.074
H 4.222 1.305 -1.144 0.078
H 3.833 -0.966 -1.265 0.045
C -1.699 0.350 3.374 -0.106
O -2.044 0.181 1.996 -0.146
H -0.876 1.060 3.424 0.063
H -2.546 0.724 3.951 0.083
H -1.340 -0.583 3.815 0.085
H -2.706 -0.523 1.979 0.060
C 1.818 2.144 2.533 -0.156
O 2.392 3.364 2.996 -0.117
H 1.432 1.593 3.391 0.073
H 1.034 2.342 1.798 0.066
H 2.572 1.473 2.106 0.069
H 2.766 3.791 2.219 0.073
C -2.178 0.378 -3.543 -0.135
O -2.058 0.518 -4.969 -0.121
H -1.228 0.523 -3.037 0.055
H -2.856 1.157 -3.173 0.081
H -2.652 -0.578 -3.313 0.073
H -2.818 0.048 -5.320 0.072
C -3.319 -1.409 -0.280 -0.162
O -3.447 -2.343 0.787 -0.123
H -3.600 -1.821 -1.257 0.081
H -3.966 -0.533 -0.177 0.086
H -2.265 -1.126 -0.329 0.049
H -3.823 -3.155 0.445 0.080
C -1.953 3.064 -0.568 -0.148
O -2.271 1.697 -0.380 -0.152
H -1.036 3.340 -0.020 0.074
H -1.777 3.372 -1.594 0.067
H -2.707 3.680 -0.057 0.080
H -2.205 1.496 0.566 0.039
C 2.914 -3.406 3.747 -0.172
O 1.620 -2.918 3.494 -0.139
H 3.647 -2.844 3.160 0.077
H 3.125 -3.283 4.808 0.076
H 3.043 -4.473 3.530 0.074
H 1.409 -2.938 2.548 0.022
C 0.531 -0.038 -0.498 -0.133
O 1.777 -0.613 -0.175 -0.123
H -0.223 -0.763 -0.808 0.064
H 0.133 0.450 0.400 0.059
H 0.654 0.765 -1.222 0.079
H 1.750 -1.460 0.280 0.060
C -0.363 3.343 -4.822 -0.172
O 0.497 2.748 -3.876 -0.114
H 0.040 4.288 -5.174 0.077
H -0.554 2.702 -5.687 0.070
H -1.354 3.526 -4.393 0.072
H 0.025 2.077 -3.384 0.027
```

* energy above the lowest of the compared OMol25 structures with the same formula, charge and spin: 95.98 kcal per mole
* E_HOMO: -9.696 eV
* SMILES: CO.CO.CO.CO.CO.CO.CO.CO.CO.CO
* orbital gap: 9.88 eV

=====

Here is 11 unconnected molecules or ions with the total composition C10H42O16 in a non-equilibrium geometry from the Open Molecules 2025 dataset. Energies are from wB97M-V/def2-TZVPD.

Geometry as XYZ:
```
68
Properties=species:S:1:pos:R:3:lowdin_charge:R:1
O -1.667 5.775 2.686 -0.023
C -1.433 4.422 2.299 -0.258
C -1.007 4.268 0.903 -0.224
O -0.800 2.930 0.514 -0.083
H -2.587 5.777 2.645 0.046
H -0.759 3.998 3.016 0.104
H -2.404 3.876 2.552 0.141
H -0.070 4.792 0.802 0.131
H -1.680 4.705 0.159 0.137
H -1.551 2.427 0.187 0.078
O -0.002 -2.451 -2.734 -0.092
C 0.673 -3.672 -2.414 -0.232
C -0.243 -4.790 -2.516 -0.263
O 0.335 -6.002 -2.001 -0.071
H 0.010 -1.830 -1.976 0.061
H 1.526 -3.656 -3.060 0.122
H 1.059 -3.632 -1.350 0.144
H -0.535 -4.968 -3.535 0.124
H -1.117 -4.618 -1.981 0.093
H 0.169 -5.975 -1.024 0.108
O 3.967 -0.068 -1.751 -0.072
C 5.123 0.281 -2.515 -0.234
C 5.107 1.755 -2.702 -0.250
O 3.889 2.114 -3.376 -0.027
H 3.415 0.657 -1.574 0.003
H 5.972 -0.199 -1.979 0.131
H 5.182 -0.182 -3.556 0.133
H 6.102 1.971 -3.263 0.147
H 5.227 2.229 -1.760 0.105
H 4.022 1.870 -4.252 0.054
O -2.100 0.486 0.486 -0.139
C -3.336 0.685 1.203 -0.171
C -4.548 0.982 0.180 -0.217
O -5.762 0.468 0.687 -0.054
H -2.272 -0.398 0.144 0.026
H -3.463 -0.309 1.647 0.110
H -3.256 1.370 2.047 0.112
H -4.285 0.617 -0.884 0.150
H -4.614 2.050 0.067 0.097
H -6.011 1.038 1.407 0.083
O -1.102 -3.106 4.265 -0.069
C -0.976 -2.175 3.126 -0.215
C 0.378 -2.015 2.487 -0.268
O 1.276 -2.052 3.545 -0.038
H -1.828 -2.873 4.831 0.062
H -1.737 -2.452 2.399 0.101
H -1.333 -1.239 3.521 0.098
H 0.365 -1.068 2.008 0.082
H 0.523 -2.897 1.884 0.126
H 0.868 -1.473 4.212 0.094
O 0.348 -0.083 -0.548 -0.038
H 0.825 0.629 -0.200 -0.007
H -0.594 0.063 -0.549 0.038
O -2.443 -2.108 -0.670 0.001
H -3.220 -1.860 -0.140 0.058
H -2.723 -2.379 -1.500 0.026
O 2.287 1.779 -0.411 -0.014
H 2.111 2.280 0.379 0.060
H 2.199 2.511 -1.046 0.089
O 2.490 -1.524 0.274 -0.063
H 1.651 -1.039 0.054 -0.006
H 3.058 -1.096 -0.354 -0.022
O 0.538 0.240 -3.315 -0.088
H 0.717 -0.654 -3.529 -0.021
H 0.504 0.344 -2.297 0.031
O 0.133 1.589 2.691 -0.088
H -0.219 2.137 1.929 -0.003
H -0.373 1.728 3.522 0.049
```

* energy above the lowest of the compared OMol25 structures with the same formula, charge and spin: 97.56 kcal per mole
* E_HOMO: -9.605 eV
* SMILES: OCCO.OCCO.OCCO.OCCO.OCCO.O.O.O.O.O.O
* orbital gap: 9.35 eV

=====

Here is 11 unconnected molecules or ions with the total composition C10H42O16 in a non-equilibrium geometry from the Open Molecules 2025 dataset. Energies are from wB97M-V/def2-TZVPD.

Geometry as XYZ:
```
68
Properties=species:S:1:pos:R:3:lowdin_charge:R:1
O 0.025 0.861 5.648 -0.064
C 0.436 0.930 4.270 -0.227
C -0.701 0.595 3.328 -0.252
O -1.654 1.637 3.150 -0.083
H -0.598 1.582 5.765 0.079
H 0.840 1.935 4.152 0.113
H 1.254 0.264 3.995 0.117
H -1.214 -0.310 3.653 0.124
H -0.249 0.399 2.356 0.094
H -2.203 1.339 2.421 0.011
O -2.536 -3.836 2.546 -0.068
C -1.369 -4.101 1.852 -0.244
C -0.466 -2.819 1.677 -0.238
O 0.708 -3.193 1.020 -0.064
H -3.021 -4.634 2.771 0.088
H -0.834 -4.832 2.458 0.119
H -1.553 -4.545 0.873 0.106
H -0.233 -2.407 2.659 0.108
H -0.945 -2.018 1.112 0.107
H 1.099 -2.347 0.791 0.025
O -1.197 3.183 -0.624 -0.092
C -0.487 4.353 -0.123 -0.186
C -1.088 4.971 1.177 -0.223
O -2.135 5.927 1.005 -0.060
H -1.036 3.088 -1.566 0.018
H 0.598 4.245 -0.110 0.101
H -0.554 5.112 -0.903 0.117
H -0.241 5.522 1.585 0.109
H -1.313 4.200 1.914 0.109
H -2.319 6.256 1.888 0.083
O 0.485 -3.866 -2.357 -0.078
C -0.840 -3.332 -2.273 -0.224
C -1.571 -3.225 -3.656 -0.216
O -1.959 -4.528 -4.115 -0.062
H 1.031 -3.107 -2.140 0.021
H -1.353 -3.762 -1.412 0.102
H -0.643 -2.330 -1.893 0.088
H -0.906 -2.644 -4.296 0.095
H -2.433 -2.564 -3.568 0.106
H -1.217 -4.913 -4.587 0.082
O 2.383 -0.994 1.191 -0.070
C 3.396 -1.533 0.369 -0.231
C 3.232 -1.354 -1.149 -0.164
O 1.863 -1.619 -1.550 -0.100
H 2.260 -0.077 0.937 0.026
H 4.384 -1.153 0.627 0.117
H 3.479 -2.615 0.471 0.124
H 3.895 -2.000 -1.725 0.130
H 3.384 -0.298 -1.375 0.102
H 1.317 -0.916 -1.190 0.020
O 2.842 2.609 -1.825 -0.054
H 3.741 2.627 -1.497 0.037
H 2.360 2.095 -1.178 -0.026
O -0.698 2.292 -3.237 -0.020
H 0.125 2.616 -3.602 0.073
H -1.373 2.641 -3.820 0.077
O -2.849 0.976 0.818 -0.021
H -3.121 1.639 0.184 0.053
H -3.622 0.426 0.937 0.070
O 0.085 0.419 -1.001 -0.016
H -0.592 0.428 -0.325 0.039
H -0.095 1.195 -1.531 0.007
O 0.272 -0.238 -4.914 -0.044
H -0.669 -0.396 -4.990 0.025
H 0.397 0.040 -4.007 0.006
O 2.171 1.710 0.847 -0.024
H 1.281 2.016 0.674 0.039
H 2.549 2.380 1.416 0.082
```

* energy above the lowest of the compared OMol25 structures with the same formula, charge and spin: 45.85 kcal per mole
* E_HOMO: -9.118 eV
* SMILES: OCCO.OCCO.OCCO.OCCO.OCCO.O.O.O.O.O.O
* orbital gap: 8.81 eV

=====

Here is a molecular structure, C10H4BrEuNO5 in a non-equilibrium geometry from the Open Molecules 2025 dataset. Energies are from wB97M-V/def2-TZVPD.

Geometry as XYZ:
```
22
Properties=species:S:1:pos:R:3:lowdin_charge:R:1
O 1.787 -4.131 -3.488 0.132
C 1.420 -3.296 -2.779 0.017
Eu 0.528 -1.270 -1.059 1.092
O 3.747 -0.658 0.171 0.205
C 2.778 -0.972 -0.305 -0.065
C -1.698 -1.619 -1.857 -0.066
O -2.800 -1.633 -2.078 0.204
C 0.191 -2.911 0.647 -0.056
O -0.047 -3.521 1.569 0.198
C 0.889 0.324 -2.804 -0.058
O 0.998 1.224 -3.477 0.200
Br 1.201 4.074 1.792 0.874
C 0.105 2.588 1.500 -0.660
C -1.139 2.495 2.137 -0.036
C -1.931 1.359 1.893 0.006
C -1.480 0.340 1.030 -0.093
N -0.238 0.491 0.429 -0.133
C 0.559 1.579 0.639 -0.169
H -1.468 3.281 2.793 0.125
H -2.887 1.217 2.337 0.117
H -2.012 -0.547 0.791 0.082
H 1.498 1.585 0.119 0.086
```

* 2S+1: 8
* E_HOMO (spin up / spin down): -15.701 / -15.705 eV
* total charge: +2
* orbital gap (spin up / spin down): 6.44 / 6.69 eV

=====

- Which formula does entry 4 have?
  C10H4BrEuNO5